[1]
Below is 2 unconnected molecules or ions with the total composition C7H12 in a non-equilibrium geometry, with properties calculated with ωB97M-V/def2-TZVPD.

Last column: Löwdin charge in e.
Positions of all 19 atoms, in Å:
C: -0.84257 -0.04501 2.04190  -0.101
C: 0.80672 0.20615 0.06914  -0.286
C: -0.59763 -1.24892 -1.33896  -0.204
C: 0.46618 -0.47128 1.36255  -0.236
C: 0.52361 -0.44135 -1.12440  -0.200
C: -1.16096 -1.36465 -2.53938  -0.069
C: 1.15268 1.67567 0.10373  -0.053
H: -0.61215 -0.90522 -3.36976  0.049
H: -0.81135 0.99100 2.36835  0.072
H: 1.26747 -0.31459 -1.92913  0.124
H: 1.97932 1.88433 -0.58331  0.084
H: 0.31482 2.27988 -0.21845  0.074
H: 0.56920 -1.54801 1.27030  0.106
H: -0.96383 -0.70960 2.89967  0.072
H: -1.11129 0.40304 -0.74736  0.291
H: 1.24947 -0.18538 2.07806  0.115
H: -2.02184 -1.94620 -2.83079  0.034
H: -1.68891 -0.22852 1.38750  0.050
H: 1.48107 1.96866 1.10031  0.078

Computed properties:
Orbital gap ... 7.18 eV
HOMO energy ... -0.2875 hartree
Energy relative to the best compared isomer or geometry (same formula, charge and spin) ... 7.048 eV
LUMO energy ... -0.02366 Ha
Charge ... 0
Calculated total energy ... -7446.3836 eV

=====

[2]
Below is a molecular structure, C28H77CaN7O15RbS2 in a non-equilibrium geometry, with properties calculated with ωB97M-V/def2-TZVPD.

Last column: Löwdin charge in e.
Positions of all 131 atoms, in Å:
Rb: -2.78501 4.05174 -1.14737  0.887
Ca: -0.73347 0.64966 -3.03285  1.441
S: -0.63579 1.29382 -0.25224  0.175
S: -0.36104 3.72042 -4.29803  0.227
O: 3.83930 0.62942 -5.68525  -0.168
O: -3.02682 0.06554 -3.54257  -0.268
O: 1.64545 -3.86323 1.20606  -0.191
O: 0.99814 -0.96401 4.86095  -0.173
O: -0.69138 2.62372 0.32673  -0.388
O: -0.48611 0.22025 0.68674  -0.330
O: 4.79681 -1.56430 -1.53864  -0.207
O: 0.26286 2.85045 -5.26692  -0.277
O: 0.41734 1.14802 -1.24772  -0.465
O: -1.14348 3.77146 5.27468  -0.173
O: -4.58412 -1.84265 1.36086  -0.205
O: -0.94008 2.91309 -3.24028  -0.520
O: -1.84483 1.06863 -0.99901  -0.473
O: -1.37268 4.62010 -4.83699  -0.173
O: 0.59095 4.67484 -3.70465  -0.099
N: 2.93356 1.46444 -0.36355  0.046
N: 1.74049 1.07756 1.95522  0.038
N: 1.46174 0.50682 -3.90316  -0.032
N: -0.86922 -1.76249 -2.71647  -0.025
N: -1.50043 -2.16269 0.01742  0.048
N: 0.30550 4.58009 2.01029  0.057
N: -3.59356 1.64520 1.20214  0.029
C: -0.18637 -1.19655 5.56875  -0.093
C: 5.14937 0.74206 0.34893  -0.052
C: 1.34645 -1.22644 -5.74831  -0.014
C: 2.07993 0.27699 3.10465  -0.401
C: 4.08617 0.64033 -0.76490  -0.398
C: -0.38167 4.79948 3.21902  -0.418
C: -0.71758 -3.14487 0.74233  -0.388
C: 3.55866 -0.44235 -4.72752  -0.182
C: -1.05709 2.68801 6.19118  -0.103
C: -5.50971 -2.79676 0.86473  -0.097
C: -3.68037 0.57122 3.30962  -0.031
C: 3.66625 -0.85211 -0.92809  -0.135
C: 0.78558 -0.13276 3.76567  -0.223
C: -3.34711 -1.20923 -3.05154  -0.185
C: 4.47780 -2.84252 -1.98539  -0.139
C: 2.08183 -0.71398 -4.42214  -0.375
C: -0.38110 3.51306 4.10665  -0.193
C: 0.80349 -2.87275 0.61658  -0.174
C: -4.83964 -0.46096 1.21763  -0.171
C: 1.86542 -3.71232 2.60771  -0.078
C: -3.65080 0.30415 1.80270  -0.393
C: -2.14721 -2.12926 -3.37472  -0.374
C: 5.22039 0.71510 -5.98723  -0.118
C: 3.00953 1.17954 3.94032  -0.017
C: -4.17873 0.85582 -3.25650  -0.084
C: -1.12383 -4.58062 0.34147  -0.038
C: -2.45353 -3.58046 -2.95570  -0.059
C: -1.83133 5.35578 2.92580  -0.041
H: 2.22538 -2.71478 2.85959  0.066
H: -3.38981 -1.14201 -1.96446  0.127
H: -5.81737 -0.24822 1.64994  0.132
H: 3.90978 1.28365 3.33467  0.068
H: 2.72744 1.25720 0.60324  -0.011
H: -0.11892 -2.40324 -2.93231  0.084
H: 5.94818 0.00191 0.30226  0.071
H: -1.93367 -2.21872 -4.43985  0.131
H: -3.30428 1.47779 0.24905  -0.006
H: 4.02198 -1.34425 -5.12755  0.118
H: 4.69063 0.65827 1.33415  0.054
H: 1.07321 -1.87996 0.97676  0.104
H: -0.94612 -1.96399 -1.72977  0.021
H: 5.73869 1.06159 -5.09314  0.090
H: -0.75252 -1.94176 5.00997  0.088
H: 0.10377 -1.52019 6.56834  0.094
H: 1.33532 -0.50811 -6.56806  0.086
H: -5.98981 -2.42014 -0.03846  0.083
H: -1.63819 -4.28705 -3.11081  0.081
H: 0.93396 -3.92206 3.13352  0.086
H: -2.34281 5.69396 3.82698  0.070
H: -2.18889 -4.63441 0.56691  0.070
H: 5.32099 1.32681 -6.88377  0.090
H: -5.04302 0.68096 -3.89722  0.103
H: 0.34320 -1.57037 -5.49671  0.048
H: 3.14155 0.66251 4.89077  0.077
H: -5.13630 -3.76626 0.53499  0.078
H: 2.04866 -1.50062 -3.66835  0.102
H: 4.06596 -3.47047 -1.19536  0.081
H: -4.51882 1.23330 3.52584  0.084
H: 2.53383 -0.62595 2.69626  0.120
H: -2.52036 4.66152 2.44483  0.061
H: 0.92187 0.68459 1.51301  0.014
H: 4.53109 1.09385 -1.65061  0.120
H: 0.66139 3.23920 4.26888  0.106
H: -3.28828 -3.93443 -3.56067  0.077
H: 1.10657 -2.89174 -0.43026  0.118
H: -3.90951 1.89681 -3.43527  0.086
H: -0.95661 -4.82047 -0.70859  0.063
H: 2.59928 2.16161 4.17558  0.068
H: -6.23878 -3.07123 1.62709  0.085
H: -0.59348 -5.35496 0.89577  0.075
H: -2.82934 1.12877 3.70075  0.057
H: 0.19058 -0.62386 2.99568  0.117
H: -3.74147 -0.36723 3.86070  0.081
H: -2.72049 -0.12327 1.42862  0.107
H: -1.48013 1.76580 5.79285  0.057
H: 2.16429 0.93681 -3.31865  0.094
H: -4.88321 -0.22214 0.15501  0.107
H: -1.63855 2.88537 7.09176  0.087
H: -4.53035 0.84031 -2.22489  0.089
H: 1.89801 -2.13168 -6.00213  0.076
H: 2.08503 1.08032 -0.75413  -0.004
H: 0.08277 5.55612 3.85141  0.135
H: -1.69577 6.22701 2.28497  0.066
H: 2.63327 -4.39205 2.97715  0.090
H: 5.37137 -3.35634 -2.33985  0.092
H: 4.15272 -0.36782 -3.81667  0.108
H: 5.68101 1.68738 0.24020  0.076
H: -0.03918 2.54146 6.55239  0.093
H: 1.40942 1.97288 2.28523  0.077
H: -1.08803 -1.27020 0.24871  0.012
H: -0.19444 3.82536 1.56246  0.009
H: -0.74680 -0.26413 5.63671  0.061
H: 5.79499 -0.16091 -6.28811  0.080
H: 1.45458 1.17452 -4.66094  0.057
H: 2.87028 -0.96141 -1.66470  0.093
H: -0.86920 2.68568 3.59161  0.106
H: 0.27882 0.77819 4.08420  0.105
H: -4.22265 -1.58433 -3.58147  0.143
H: 0.01457 5.36728 1.44833  0.068
H: 3.46496 -1.34452 0.02329  0.124
H: -2.41590 -2.08237 0.43641  0.068
H: 3.68562 -2.83179 -2.73401  0.064
H: -1.01349 -2.99912 1.78122  0.131
H: -2.73868 -3.59028 -1.90371  0.060
H: -2.80867 2.13664 1.60534  0.042

Computed properties:
Orbital gap (alpha / beta) ... 7.03 / 4.57 eV
HOMO energy (alpha / beta) ... -0.2803 / -0.2803 hartree
LUMO energy (alpha / beta) ... -0.02180 / -0.11247 Ha
Multiplicity ... 2
Charge ... 0
Calculated total energy ... -112192.3052 eV